Entry from OMol25: a 3-piece molecular cluster, C40H57ClN2O10 overall in a non-equilibrium geometry (wB97M-V/def2-TZVPD).

Properties
Orbital gap, eV: 7.95
Energy relative to the best compared isomer or geometry (same formula, charge and spin), kJ/mol: 0.00
Total energy, eV: -78379.84325
Structure (SMILES): C=CC(=O)OCCCCCCc1cc(CCN)c(CCOC(C)=O)c2c1C(=O)C(CCCCN)=C(CCCCl)C2=O.O=C1CCCO1.O=C1CCCO1
E_HOMO, eV: -8.976
Total charge: 0

The geometry in XYZ format:
```
110
Properties=species:S:1:pos:R:3:forces:R:3
C -0.331 7.100 -3.602 -0.28 -0.01 0.45
C -0.251 6.457 -2.403 -0.17 -0.23 -0.76
C 1.008 5.707 -2.171 -1.34 -1.81 -0.95
O 1.732 6.003 -1.279 0.46 0.34 0.68
O 1.291 4.696 -3.052 0.33 0.21 0.31
C 0.790 3.419 -2.585 0.03 -0.33 -0.98
C -0.669 3.202 -2.988 -0.27 -0.43 0.40
C -1.770 3.293 -1.894 0.12 0.46 -0.08
C -1.353 3.681 -0.469 -0.29 -0.54 0.41
C -1.066 2.477 0.465 0.70 0.61 -0.11
C -0.292 1.346 -0.202 -0.29 -0.72 0.73
C -0.320 0.026 0.559 -0.02 -0.28 0.01
C -0.900 -0.075 1.819 0.11 -0.26 -0.28
C -0.978 -1.270 2.532 0.19 -0.22 0.07
C -1.672 -1.198 3.880 0.29 0.03 -0.22
C -3.183 -1.296 3.706 -0.41 0.17 -0.66
N -3.570 -2.540 3.036 0.08 -0.06 -0.15
C -0.460 -2.465 1.992 -0.11 0.50 0.00
C -0.598 -3.752 2.774 0.37 -0.60 -0.77
C 0.745 -4.374 3.206 -0.90 -0.10 0.26
O 0.615 -4.760 4.607 0.43 0.94 -0.11
C 1.775 -4.439 5.277 -0.45 -0.49 0.05
C 1.657 -3.264 6.206 -0.45 -0.10 -0.14
O 2.774 -5.062 5.100 0.56 -0.05 0.00
C 0.174 -2.377 0.729 -0.20 0.25 0.41
C 0.244 -1.155 0.030 0.05 0.00 0.10
C 0.939 -1.153 -1.292 -0.20 -0.18 -0.04
O 0.799 -0.273 -2.120 0.02 0.31 0.02
C 1.836 -2.282 -1.647 0.86 -0.28 0.06
C 2.795 -2.046 -2.783 -0.22 -0.46 -0.42
C 2.228 -2.517 -4.161 0.02 0.52 0.10
C 0.740 -2.845 -4.205 0.22 -0.12 -0.63
C 0.260 -3.093 -5.643 -0.89 -0.17 0.85
N -0.963 -3.924 -5.583 0.43 -0.01 -0.11
C 1.766 -3.454 -1.006 -0.35 0.59 0.33
C 2.577 -4.669 -1.299 0.40 -0.57 -0.35
C 3.717 -4.913 -0.291 -0.13 0.64 0.54
C 4.464 -3.634 0.094 -0.18 -0.16 -0.34
Cl 6.053 -4.002 0.822 -0.09 0.03 0.10
C 0.758 -3.595 0.084 -0.01 -0.09 -0.25
O 0.427 -4.717 0.399 -0.13 -0.23 0.24
H -0.293 6.535 -4.529 1.85 0.24 -0.11
H -0.461 8.177 -3.660 -1.65 -0.19 -0.10
H -1.032 6.413 -1.651 0.79 1.60 0.94
H 1.395 2.697 -3.128 0.11 0.00 0.02
H 1.013 3.269 -1.533 -0.08 0.28 0.11
H -0.733 2.213 -3.441 0.06 -0.07 0.03
H -0.905 3.891 -3.796 0.12 0.14 -0.01
H -2.517 4.013 -2.231 -0.02 0.04 -0.03
H -2.296 2.340 -1.836 -0.05 -0.04 -0.02
H -2.193 4.211 -0.018 0.06 0.18 0.02
H -0.500 4.357 -0.406 0.01 0.09 -0.33
H -0.429 2.864 1.266 -0.19 -0.05 0.23
H -1.987 2.156 0.948 -0.15 -0.22 -0.30
H 0.763 1.613 -0.284 0.00 0.13 -0.27
H -0.655 1.114 -1.195 0.00 0.26 -0.16
H -1.338 0.798 2.281 0.06 0.07 0.02
H -1.389 -0.238 4.316 -0.24 0.07 0.11
H -1.301 -1.959 4.561 -0.07 -0.13 0.02
H -3.727 -1.225 4.643 0.18 -0.09 0.20
H -3.515 -0.442 3.094 0.14 0.23 0.20
H -4.580 -2.569 2.962 -0.05 -0.11 0.32
H -3.248 -2.515 2.073 0.18 -0.03 0.04
H -1.246 -3.662 3.632 0.02 0.25 0.11
H -1.083 -4.472 2.119 -0.15 -0.03 0.04
H 1.542 -3.637 3.088 0.20 -0.13 0.06
H 0.961 -5.270 2.639 0.22 0.00 -0.10
H 0.614 -3.011 6.368 -0.05 -0.05 0.13
H 2.152 -3.491 7.145 0.17 0.16 0.01
H 2.119 -2.413 5.707 0.21 0.04 0.14
H 3.704 -2.618 -2.620 0.07 0.00 0.21
H 3.100 -1.004 -2.814 -0.24 0.11 -0.06
H 2.750 -3.416 -4.494 0.13 -0.02 0.08
H 2.478 -1.744 -4.891 -0.13 0.01 -0.10
H 0.556 -3.766 -3.654 -0.09 0.03 0.14
H 0.114 -2.052 -3.797 0.11 0.03 0.25
H 0.012 -2.124 -6.083 0.48 0.01 -0.39
H 1.010 -3.627 -6.223 0.09 0.12 -0.10
H -1.056 -4.479 -6.421 -0.21 0.09 -0.06
H -1.776 -3.333 -5.484 -0.12 -0.12 -0.09
H 2.977 -4.657 -2.312 0.04 0.28 -0.06
H 1.936 -5.548 -1.261 -0.17 0.06 0.05
H 4.446 -5.626 -0.663 -0.18 -0.22 -0.11
H 3.266 -5.284 0.630 0.16 -0.36 0.00
H 3.879 -3.064 0.809 0.14 0.13 0.11
H 4.656 -3.008 -0.772 0.09 0.06 -0.01
O -6.188 -2.331 4.442 0.03 0.22 0.02
C -6.576 -1.650 5.346 -0.23 -0.39 0.02
C -7.989 -1.568 5.890 0.03 0.54 0.11
C -7.945 -0.290 6.726 -0.12 -0.08 -0.02
C -6.485 -0.243 7.152 -0.12 0.11 0.14
O -5.757 -0.849 6.069 -0.01 0.04 -0.04
H -8.179 -2.452 6.501 -0.01 -0.06 -0.08
H -8.709 -1.511 5.080 0.02 -0.25 -0.04
H -8.638 -0.283 7.565 0.06 -0.03 0.04
H -8.175 0.569 6.094 0.02 0.01 0.02
H -6.298 -0.821 8.060 0.00 -0.03 -0.02
H -6.123 0.771 7.301 0.15 -0.04 -0.09
O 6.458 6.655 -6.242 -0.12 0.05 -0.13
C 5.609 6.823 -5.418 0.36 -0.04 0.15
C 5.501 6.156 -4.058 -0.57 0.01 -0.06
C 4.056 6.452 -3.661 0.16 -0.06 0.08
C 3.796 7.766 -4.382 -0.10 -0.02 0.16
O 4.592 7.707 -5.578 -0.04 -0.04 -0.01
H 6.217 6.623 -3.382 0.08 -0.05 -0.04
H 5.700 5.091 -4.137 0.25 0.04 -0.02
H 3.894 6.511 -2.588 -0.02 0.05 -0.01
H 3.399 5.677 -4.056 -0.02 0.01 0.02
H 4.116 8.632 -3.797 0.02 -0.01 -0.01
H 2.751 7.894 -4.654 0.05 0.06 -0.16
```
Forces are in eV/Å.

---

Entry from OMol25: one molecule with the formula C9H11N3O4 (wB97M-V/def2-TZVPD).

Properties
Orbital gap, eV: 8.72
Energy relative to the best compared isomer or geometry (same formula, charge and spin), kJ/mol: 0.00
Total energy, eV: -22171.05048
Structure (SMILES): [H]/N=c1/ccn2c(n1)O[C@@H]1[C@@H](O)[C@@H](CO)O[C@@H]12
E_HOMO, eV: -8.354
Total charge: 0

The geometry in XYZ format:
```
27
Properties=species:S:1:pos:R:3:forces:R:3
H -4.512 2.691 -0.711 0.28 -0.03 0.14
N -4.542 1.688 -0.874 -0.64 -0.08 -0.33
C -3.520 1.084 -0.435 0.20 0.33 0.13
C -3.404 -0.362 -0.592 0.23 -0.38 0.06
C -2.327 -1.011 -0.135 -0.29 0.00 -0.14
N -1.335 -0.295 0.499 0.31 0.67 0.23
C -1.477 1.069 0.611 -0.46 -0.54 -0.20
N -2.460 1.753 0.202 0.19 0.45 0.15
O -0.419 1.597 1.243 -0.20 0.35 -0.13
C 0.562 0.598 1.452 0.62 -0.33 0.04
C 1.789 0.793 0.520 -0.65 0.09 -0.22
O 2.992 0.602 1.190 0.38 -0.34 0.33
C 1.506 -0.222 -0.613 0.44 0.26 -0.08
C 2.745 -0.823 -1.276 -0.50 0.33 -0.28
O 3.466 -1.580 -0.327 0.16 -0.28 0.19
O 0.761 -1.272 -0.010 0.13 -0.26 0.01
C -0.058 -0.742 0.987 -0.14 -0.20 0.33
H -4.209 -0.871 -1.090 -0.05 -0.13 -0.04
H -2.155 -2.073 -0.220 -0.04 -0.07 -0.04
H 0.871 0.620 2.499 -0.04 -0.03 -0.18
H 1.787 1.822 0.145 -0.08 -0.14 0.02
H 3.254 -0.330 1.108 0.09 0.18 -0.03
H 0.898 0.268 -1.391 0.12 -0.05 0.07
H 3.358 -0.003 -1.673 -0.12 -0.07 -0.01
H 2.412 -1.461 -2.103 0.06 0.08 0.04
H 4.195 -2.027 -0.768 -0.04 0.05 0.08
H -0.175 -1.512 1.759 0.06 0.15 -0.16
```
Forces are in eV/Å.

---

Entry from OMol25: a 2-piece molecular cluster, C5H13NO overall in a non-equilibrium geometry (wB97M-V/def2-TZVPD).

Properties
Orbital gap, eV: 9.30
Energy relative to the best compared isomer or geometry (same formula, charge and spin), kJ/mol: 143.42
Total energy, eV: -8932.52438
Structure (SMILES): CC(C)O.C=CN
E_HOMO, eV: -8.553
Total charge: 0

The geometry in XYZ format:
```
20
Properties=species:S:1:pos:R:3:forces:R:3
C 0.617 -2.318 -0.483 0.22 -0.34 0.12
C 1.149 -1.165 0.376 -0.16 -0.64 0.28
C 2.416 -0.555 -0.206 -0.34 1.11 -0.31
O 1.458 -1.701 1.694 -0.50 0.59 0.07
H -0.306 -2.758 -0.038 0.68 0.33 -0.33
H 1.405 -3.114 -0.539 -0.70 0.60 -0.02
H 0.397 -1.949 -1.499 0.05 -0.25 0.37
H 0.347 -0.422 0.479 0.24 0.06 -0.08
H 2.221 -0.105 -1.224 0.22 -0.45 1.06
H 3.184 -1.317 -0.295 0.10 -0.12 -0.04
H 2.796 0.240 0.478 -0.24 -0.49 -0.57
H 0.981 -1.180 2.367 0.42 -0.40 -0.57
C -1.546 3.104 -0.261 0.49 -0.66 0.71
C -1.770 1.841 0.169 -0.78 1.24 -1.05
N -2.701 0.944 -0.400 0.22 0.29 0.34
H -2.119 3.561 -1.054 -0.10 -0.11 -0.15
H -0.750 3.731 0.174 -0.54 -0.58 -0.16
H -1.227 1.447 0.999 0.36 -0.28 0.34
H -3.389 1.378 -1.002 0.18 0.05 0.02
H -3.164 0.340 0.266 0.18 0.04 -0.03
```
Forces are in eV/Å.

---

What is the formula in the third record?
C5H13NO